Computed, not measured: a molecular structure, C39H49As3HgN6S, with the ωB97M-V functional and the def2-TZVPD basis.

Geometry (Å):
Hg  1.06  -0.79  1.40
N  0.18  1.18  5.42
C  0.05  1.40  4.05
S  1.42  2.02  3.21
N  -1.14  1.18  3.57
N  -1.28  1.28  2.20
C  -1.89  2.29  1.71
C  -2.36  3.46  2.52
C  -3.70  3.83  2.51
C  -4.15  4.88  3.28
C  -3.25  5.58  4.08
C  -1.91  5.22  4.09
C  -1.46  4.16  3.32
C  -2.13  2.33  0.27
C  -2.20  3.53  -0.43
C  -2.22  3.59  -1.81
C  -2.10  2.37  -2.54
C  -2.10  1.20  -1.86
N  -2.17  1.13  -0.48
H  1.14  1.03  5.69
H  -0.49  0.54  5.80
H  -4.39  3.27  1.88
H  -5.19  5.16  3.27
H  -3.60  6.41  4.69
H  -1.21  5.76  4.71
H  -0.42  3.87  3.33
H  -2.19  4.44  0.16
H  -2.26  4.54  -2.32
H  -2.02  2.36  -3.61
H  -2.04  0.24  -2.36
C  3.87  0.40  -2.68
As  2.08  -0.25  -2.17
C  1.42  1.45  -1.49
C  1.19  -0.12  -3.95
C  1.02  -1.42  -4.76
C  0.53  -1.07  -6.17
C  -0.08  -2.32  -4.16
As  -0.36  -2.58  -2.21
C  -1.78  -3.91  -2.52
C  1.04  -3.87  -1.79
C  2.34  -2.21  -4.81
As  3.96  -1.72  -5.85
C  3.41  -2.35  -7.63
C  3.87  0.20  -6.28
H  3.82  1.38  -3.15
H  4.36  -0.31  -3.36
H  4.47  0.46  -1.78
H  1.53  2.24  -2.25
H  1.97  1.73  -0.59
H  0.37  1.35  -1.22
H  1.73  0.62  -4.54
H  0.20  0.31  -3.76
H  -0.41  -0.52  -6.11
H  0.35  -1.99  -6.75
H  1.25  -0.46  -6.71
H  -0.01  -3.31  -4.62
H  -1.05  -1.91  -4.46
H  -1.42  -4.71  -3.17
H  -2.63  -3.42  -3.00
H  -2.10  -4.32  -1.57
H  1.21  -4.56  -2.62
H  0.73  -4.42  -0.90
H  1.96  -3.34  -1.55
H  2.13  -3.21  -5.22
H  2.69  -2.39  -3.79
H  3.20  -3.42  -7.57
H  4.24  -2.21  -8.32
H  2.53  -1.83  -8.00
H  4.02  0.80  -5.38
H  2.94  0.50  -6.76
H  4.70  0.39  -6.96
C  -2.78  -0.06  0.06
C  -4.29  -0.05  -0.06
C  -4.99  1.06  -0.53
C  -6.37  1.04  -0.61
C  -7.08  -0.09  -0.23
C  -6.39  -1.21  0.24
C  -5.01  -1.18  0.32
C  -8.52  -0.12  -0.31
N  -9.66  -0.13  -0.38
H  -2.37  -0.93  -0.46
H  -2.49  -0.17  1.10
H  -4.45  1.95  -0.83
H  -6.91  1.90  -0.98
H  -6.94  -2.09  0.54
H  -4.48  -2.05  0.68
N  -1.32  -3.42  0.88
C  -1.74  -3.51  1.95
C  -2.22  -3.47  3.30
C  -2.38  -2.23  3.91
C  -2.85  -2.17  5.21
C  -3.17  -3.34  5.89
C  -3.01  -4.58  5.28
C  -2.54  -4.65  3.98
H  -2.11  -1.32  3.38
H  -2.98  -1.21  5.69
H  -3.54  -3.29  6.91
H  -3.26  -5.48  5.82
H  -2.41  -5.60  3.49

Net charge: -1
E_tot: -247704.287 eV
⟨S²⟩: 0.786
2S+1: 2
LUMO (alpha / beta): 2.27 / 2.27 eV
Relative energy (zero: lowest compared OMol25 entry of this formula, charge and spin): 44.6 kJ/mol

Computed, not measured: a molecular structure, C39H49IrN8S4 at a distorted geometry, with the ωB97M-V functional and the def2-TZVPD basis.

Geometry (Å):
Ir  1.36  -1.28  -0.71
S  0.16  0.60  0.87
C  -0.60  -0.43  1.94
N  -1.51  -0.07  2.83
C  -2.03  -1.05  3.78
C  -2.31  -2.33  3.05
N  -1.06  -2.78  2.43
C  -0.89  -4.24  2.33
C  -0.55  -4.84  3.67
C  0.71  -4.65  4.23
C  1.00  -5.17  5.48
C  0.04  -5.90  6.17
C  -1.21  -6.10  5.61
C  -1.50  -5.57  4.36
C  -0.21  -1.91  1.96
S  1.35  -2.29  1.45
C  -1.95  1.32  3.03
C  -3.19  1.67  2.24
C  -4.39  0.99  2.45
C  -5.52  1.33  1.72
C  -5.46  2.35  0.78
C  -4.28  3.04  0.59
C  -3.15  2.69  1.31
H  -2.94  -0.67  4.23
H  -1.30  -1.22  4.58
H  -3.06  -2.20  2.27
H  -2.64  -3.11  3.74
H  -0.13  -4.43  1.58
H  -1.85  -4.63  1.97
H  1.46  -4.09  3.68
H  1.98  -5.02  5.91
H  0.28  -6.31  7.14
H  -1.96  -6.68  6.15
H  -2.48  -5.75  3.92
H  -1.13  1.98  2.75
H  -2.12  1.44  4.10
H  -4.47  0.20  3.19
H  -6.45  0.80  1.88
H  -6.34  2.62  0.21
H  -4.23  3.84  -0.13
H  -2.22  3.22  1.16
S  -3.18  -1.55  -0.50
C  -1.65  -1.43  -0.97
N  -0.53  -1.29  -1.32
C  -2.50  6.84  -0.70
C  -1.78  6.28  0.52
C  -0.81  5.15  0.20
C  0.35  5.58  -0.68
N  1.30  4.51  -0.96
C  1.23  3.64  -2.00
S  2.53  2.65  -2.37
N  0.09  3.64  -2.70
C  -0.11  2.84  -3.90
C  -0.59  1.41  -3.63
C  -2.09  1.24  -3.41
C  -2.62  1.95  -2.17
H  -3.22  7.61  -0.41
H  -3.05  6.05  -1.22
H  -1.81  7.29  -1.41
H  -2.52  5.92  1.24
H  -1.23  7.08  1.03
H  -1.34  4.33  -0.29
H  -0.39  4.74  1.12
H  0.91  6.39  -0.21
H  -0.01  5.97  -1.64
H  2.14  4.44  -0.41
H  -0.72  4.08  -2.30
H  0.85  2.80  -4.41
H  -0.81  3.37  -4.54
H  -0.04  1.04  -2.75
H  -0.28  0.78  -4.47
H  -2.30  0.17  -3.32
H  -2.62  1.59  -4.30
H  -2.03  1.70  -1.29
H  -3.65  1.66  -1.97
H  -2.62  3.04  -2.29
N  2.10  -2.87  -1.30
C  3.32  -3.41  -1.19
C  3.60  -4.55  -1.98
C  4.83  -5.16  -1.93
C  5.82  -4.67  -1.08
C  5.57  -3.56  -0.27
C  4.34  -2.94  -0.32
H  2.81  -4.92  -2.63
H  5.03  -6.03  -2.54
H  6.79  -5.15  -1.04
H  6.33  -3.19  0.40
H  4.13  -2.09  0.32
N  5.74  -0.79  -5.09
C  4.76  -0.70  -4.17
C  5.03  -0.28  -2.86
C  4.00  -0.19  -1.95
N  2.74  -0.52  -2.24
C  2.47  -0.90  -3.50
C  3.43  -1.00  -4.48
H  6.69  -0.59  -4.86
H  5.54  -1.10  -6.03
H  6.03  -0.01  -2.56
H  4.19  0.18  -0.95
H  1.44  -1.13  -3.72
H  3.14  -1.31  -5.48

Net charge: +1
E_tot: -99333.451 eV
⟨S²⟩: 0.905
2S+1: 2
LUMO (alpha / beta): -3.78 / -3.74 eV
Relative energy (zero: lowest compared OMol25 entry of this formula, charge and spin): 323.9 kJ/mol